Density functional theory data (the ωB97M-V functional and the def2-TZVPD basis) for an isolated molecule of C4H6F2O2 in a non-equilibrium geometry.

```
14
Properties=species:S:1:pos:R:3:forces:R:3:lowdin_charge:R:1
C -0.363 0.178 -0.183 1.156 0.476 -0.083 -0.37
C 2.028 1.230 0.373 -0.926 0.347 -0.913 0.03
C -2.463 -1.105 -0.178 0.293 -0.529 1.511 -0.01
C 1.287 -0.033 0.087 -3.555 0.612 -2.388 -0.48
O -0.820 1.246 -0.489 0.072 -0.320 0.215 0.12
O -1.029 -0.967 -0.083 0.586 -0.245 -0.010 -0.03
F 1.412 -0.990 0.952 0.671 -1.344 1.843 0.15
F 1.720 -0.582 -1.134 -0.016 0.699 0.662 0.05
H 2.977 1.038 -0.018 1.851 -0.031 -0.279 0.08
H 1.618 2.056 -0.196 -0.309 -0.102 -0.461 0.09
H 2.067 1.624 1.357 -0.091 -0.457 1.187 0.09
H -2.830 -1.171 0.875 -0.022 0.759 -0.841 0.11
H -2.628 -2.103 -0.532 0.153 -0.500 -0.532 0.08
H -2.977 -0.421 -0.831 0.137 0.636 0.090 0.09
```
Forces are in eV/Å.

Results
Relative energy (zero: lowest compared OMol25 entry of this formula, charge and spin) ... 9.7 kcal per mole
Frontier orbital gap ... 11.3 eV
2S+1 ... 1
Charge ... 0